# C10H27INO4

A 4-piece molecular cluster, C10H27INO4 overall (ωB97M-V/def2-TZVPD, the OMol25 dataset).

Summary:
Orbital gap in hartree: 0.2765
Highest occupied orbital energy in eV: -4.292
ΔE to the lowest compared entry with this formula, charge and spin in kcal per mole: 0.00
F_max in eV/Å: 1.867

```
! RIJCOSX wB97M-V def2-TZVPD def2/J DEFGRID3
* xyz -1 1
I 1.912 0.503 -0.018
C 5.456 2.125 1.135
O 5.423 1.398 -0.065
H 6.461 2.506 1.320
H 4.750 2.965 1.129
H 5.178 1.503 1.997
H 4.509 1.080 -0.192
C 1.003 -2.484 -2.784
O 0.577 -2.728 -1.479
C -0.821 -2.662 -1.375
C -1.236 -2.958 0.059
N -0.403 -2.233 1.006
C -0.912 -2.291 2.380
C -2.171 -1.422 2.559
O -2.098 -0.126 2.011
C -1.051 0.626 2.584
H 0.898 -1.430 -3.065
H 0.510 -3.139 -3.516
H 2.069 -2.708 -2.862
H -1.269 -3.394 -2.060
H -1.196 -1.669 -1.658
H -1.130 -4.033 0.241
H -2.307 -2.716 0.144
H -0.434 -1.250 0.739
H -0.169 -1.866 3.053
H -1.161 -3.327 2.605
H -2.459 -1.347 3.622
H -3.062 -1.888 2.129
H -1.044 1.683 2.330
H -0.046 0.282 2.297
H -1.068 0.530 3.682
C -0.499 3.057 -2.453
C -1.407 3.006 -1.221
C -2.180 1.701 -1.155
O -0.579 3.066 -0.060
H -1.143 3.140 -3.340
H 0.135 2.179 -2.565
H 0.114 3.960 -2.431
H -2.067 3.871 -1.271
H -2.933 1.568 -1.937
H -2.718 1.727 -0.200
H -1.519 0.836 -1.135
H 0.088 2.356 -0.182
*
```

---

# C10H27N3SSi2Y

C10H27N3SSi2Y as an isolated structure (ωB97M-V/def2-TZVPD, the OMol25 dataset).

Summary:
Orbital gap (alpha / beta) in hartree: 0.1625 / 0.1658
Highest occupied orbital energy (alpha / beta) in eV: -9.113 / -9.135
ΔE to the lowest compared entry with this formula, charge and spin in kcal per mole: 12.67
F_max in eV/Å: 5.354

```
! RIJCOSX wB97M-V def2-TZVPD def2/J DEFGRID3
* xyz 1 1
Y -0.432 -0.142 0.659
C -3.875 0.807 -0.959
Si -2.155 1.627 -1.048
C -2.271 3.257 -0.239
C -1.608 1.859 -2.799
H -4.564 1.553 -1.309
H -4.197 0.545 0.035
H -3.752 -0.132 -1.567
H -3.116 3.908 -0.562
H -1.416 3.940 -0.508
H -2.391 3.214 0.840
H -2.313 1.932 -3.571
H -0.880 1.107 -3.148
H -1.098 2.822 -2.633
C -1.716 -4.752 0.373
C -1.446 -3.340 0.340
N -1.234 -2.181 0.266
H -2.132 -4.988 1.324
H -0.724 -5.258 0.358
H -2.270 -5.110 -0.491
C 1.917 2.138 2.408
N 0.526 1.858 2.318
C -0.189 0.768 2.769
N 0.437 -0.241 3.537
S -1.928 0.791 2.647
H 2.066 3.086 1.835
H 2.565 1.308 2.037
H 2.104 2.311 3.528
H -0.061 2.662 2.177
H 1.450 -0.272 3.795
H -0.248 -0.815 3.954
C 3.487 0.450 -0.986
Si 2.115 -0.857 -0.994
C 2.690 -2.347 0.082
C 1.737 -1.316 -2.829
H 3.485 1.088 -1.888
H 4.468 -0.077 -0.926
H 3.610 1.114 -0.079
H 3.668 -2.247 0.528
H 2.698 -3.272 -0.551
H 1.947 -2.523 0.897
H 0.871 -1.936 -2.940
H 2.538 -1.912 -3.260
H 1.636 -0.428 -3.419
*
```

---

# C10H27NO4

A 5-piece molecular cluster, C10H27NO4 overall (ωB97M-V/def2-TZVPD, the OMol25 dataset).

Summary:
Orbital gap in hartree: 0.3868
SMILES: CC#N.CCO.CCO.CCO.CCO
Highest occupied orbital energy in eV: -9.954
ΔE to the lowest compared entry with this formula, charge and spin in kcal per mole: 56.28
F_max in eV/Å: 5.669

```
! RIJCOSX wB97M-V def2-TZVPD def2/J DEFGRID3
* xyz 0 1
C -1.958 -5.756 -2.726
C -1.985 -4.734 -1.617
N -2.160 -3.973 -0.813
H -1.531 -6.731 -2.491
H -1.494 -5.259 -3.578
H -2.971 -5.750 -3.129
C -1.870 -1.659 -7.801
C -3.345 -1.163 -7.656
O -3.987 -1.495 -6.408
H -1.548 -1.394 -8.808
H -1.665 -2.721 -7.670
H -1.279 -1.118 -7.062
H -3.936 -1.801 -8.315
H -3.534 -0.113 -7.878
H -4.858 -1.824 -6.640
C -2.381 7.288 3.988
C -3.691 6.888 3.199
O -4.572 7.789 3.584
H -1.500 6.673 3.805
H -2.326 7.136 5.066
H -2.087 8.314 3.767
H -4.174 5.985 3.573
H -3.648 6.869 2.110
H -4.419 8.652 3.193
C 5.292 -3.789 5.521
C 5.159 -4.101 7.033
O 6.165 -3.397 7.683
H 6.299 -3.536 5.189
H 4.723 -2.897 5.261
H 5.015 -4.618 4.871
H 5.277 -5.174 7.187
H 4.163 -3.879 7.415
H 6.586 -4.178 8.051
C 2.580 1.777 -1.587
C 1.568 2.003 -0.506
O 1.724 1.025 0.461
H 2.541 0.936 -2.279
H 3.582 1.779 -1.157
H 2.658 2.623 -2.270
H 0.528 2.136 -0.804
H 1.901 2.900 0.018
H 1.159 0.287 0.219
*
```

---

# C10H28BCl2F4O8

A 6-piece molecular cluster, C10H28BCl2F4O8 overall (ωB97M-V/def2-TZVPD, the OMol25 dataset).

Summary:
Orbital gap (alpha / beta) in hartree: 0.3380 / 0.0961
Highest occupied orbital energy (alpha / beta) in eV: -9.628 / -9.623
⟨S²⟩: 0.755
F_max in eV/Å: 4.461

```
! RIJCOSX wB97M-V def2-TZVPD def2/J DEFGRID3
* xyz 0 2
B 0.738 0.937 0.984
F 1.274 1.593 2.059
F 1.255 1.448 -0.191
F 1.114 -0.395 1.053
F -0.603 1.061 1.045
C -2.726 3.391 0.480
C -3.563 4.607 0.652
O -3.993 4.779 1.990
O -1.364 3.515 0.851
H -2.900 2.846 -0.448
H -3.020 2.675 1.246
H -4.525 4.531 0.145
H -3.075 5.546 0.389
H -3.321 5.360 2.354
H -0.899 2.706 0.627
C -2.685 -0.219 -1.375
C -1.440 -0.893 -2.005
O -1.317 -2.318 -1.605
O -2.680 -0.240 0.045
H -3.694 -0.467 -1.703
H -2.663 0.859 -1.536
H -0.515 -0.460 -1.624
H -1.462 -0.817 -3.092
H -1.286 -2.282 -0.646
H -1.922 0.185 0.453
C -0.227 -1.997 3.763
C -0.695 -0.611 4.259
O 0.334 0.284 4.622
O 0.279 -2.884 4.784
H 0.620 -1.895 3.085
H -0.962 -2.477 3.117
H -1.312 -0.779 5.142
H -1.196 -0.046 3.474
H 0.804 0.590 3.842
H 0.737 -2.301 5.394
C 3.018 0.052 -4.062
C 3.044 0.640 -5.535
O 1.735 1.143 -5.732
O 3.033 1.059 -3.049
H 3.904 -0.537 -3.827
H 2.143 -0.569 -3.874
H 3.233 0.013 -6.406
H 3.763 1.458 -5.575
H 1.094 0.465 -5.507
H 2.174 1.131 -2.627
Cl 3.291 -4.330 2.460
C 2.328 -3.538 1.215
C 2.600 -4.139 -0.146
Cl 1.839 -3.238 -1.487
H 2.418 -2.456 1.310
H 1.331 -3.712 1.619
H 2.251 -5.170 -0.208
H 3.688 -4.104 -0.203
*
```

---

# C10H28BN5O7PS3

A 3-piece molecular cluster, C10H28BN5O7PS3 overall (ωB97M-V/def2-TZVPD, the OMol25 dataset).

Summary:
Orbital gap in hartree: 0.3052
Highest occupied orbital energy in eV: -12.017
F_max in eV/Å: 1.954

```
! RIJCOSX wB97M-V def2-TZVPD def2/J DEFGRID3
* xyz 1 1
C -2.681 -3.312 0.085
N -3.593 -2.675 -0.878
C -3.830 -1.237 -0.620
B -3.141 -2.952 -2.227
O -3.689 -3.904 -2.998
C -1.893 -2.119 -2.821
N -2.108 -1.216 -3.766
C -0.919 -0.648 -4.011
N -0.665 0.352 -4.879
N 0.031 -1.216 -3.246
P 1.766 -0.986 -3.091
S 2.300 0.115 -1.619
N -0.604 -2.138 -2.466
H -2.613 -2.767 1.018
H -3.037 -4.314 0.291
H -1.653 -3.441 -0.290
H -3.636 -0.600 -1.483
H -3.243 -0.871 0.215
H -4.873 -1.090 -0.363
H -4.645 -3.834 -3.075
H -0.173 1.161 -4.544
H -1.012 0.321 -5.816
H 2.210 -2.307 -2.921
H 2.218 -0.593 -4.358
H -0.185 -2.711 -1.750
O 6.540 5.149 -0.911
S 5.631 5.593 -1.919
O 4.686 6.628 -1.639
O 4.853 4.319 -2.488
C 4.162 3.488 -1.537
C 2.896 4.133 -1.005
C 6.512 5.999 -3.385
H 4.839 3.214 -0.725
H 3.911 2.576 -2.074
H 3.119 5.020 -0.416
H 2.356 3.431 -0.368
H 2.249 4.442 -1.827
H 7.208 5.197 -3.616
H 7.050 6.922 -3.183
H 5.801 6.150 -4.192
O -2.931 -3.874 5.763
S -3.059 -2.539 5.273
O -2.720 -2.238 3.913
O -2.274 -1.557 6.241
C -0.881 -1.831 6.507
C 0.021 -1.503 5.334
C -4.677 -1.934 5.605
H -0.767 -2.870 6.820
H -0.625 -1.204 7.358
H -0.179 -2.154 4.484
H 1.065 -1.630 5.619
H -0.136 -0.476 5.006
H -4.925 -2.138 6.642
H -5.356 -2.463 4.940
H -4.703 -0.868 5.395
*
```

---

# C10H28Br6O8

C10H28Br6O8 as an isolated structure (ωB97M-V/def2-TZVPD, the OMol25 dataset).

Summary:
Orbital gap in hartree: 0.3286
Highest occupied orbital energy in eV: -8.926
F_max in eV/Å: 8.202

```
! RIJCOSX wB97M-V def2-TZVPD def2/J DEFGRID3
* xyz 0 1
Br -2.425 0.765 -1.351
C -1.655 0.214 0.417
C -0.208 0.564 0.639
Br 0.219 2.464 0.289
H -1.733 -0.867 0.294
H -2.342 0.539 1.199
H 0.404 -0.047 -0.024
H 0.036 0.383 1.685
Br 1.631 -1.550 2.238
C 2.767 -0.009 2.868
C 1.777 0.978 3.560
Br 2.560 2.701 4.131
H 3.308 0.360 1.996
H 3.377 -0.481 3.639
H 1.293 0.494 4.409
H 0.974 1.207 2.860
Br 3.512 4.563 -0.961
C 3.067 2.634 -1.112
C 2.927 1.865 0.256
Br 2.220 0.048 0.152
H 3.828 2.105 -1.686
H 2.158 2.543 -1.707
H 2.305 2.436 0.947
H 3.857 1.789 0.819
C 1.275 1.189 -2.359
C 0.620 -0.185 -2.663
C 1.570 -1.184 -3.220
O 1.429 -2.349 -2.480
C 0.866 -2.124 -1.319
O 0.744 -2.931 -0.381
O 0.347 -0.854 -1.377
H 1.367 1.845 -3.225
H 2.285 1.111 -1.959
H 0.543 1.735 -1.764
H -0.242 -0.032 -3.313
H 2.599 -0.825 -3.200
H 1.380 -1.310 -4.286
O -4.114 -0.625 -1.516
H -5.020 -0.931 -1.553
H -4.183 0.308 -1.313
O -4.563 -0.231 1.265
H -3.891 -0.523 1.881
H -4.072 0.063 0.497
O -2.596 -2.040 -0.842
H -2.273 -2.092 -1.741
H -3.353 -1.456 -0.892
O -2.150 -2.553 1.101
H -2.387 -2.267 0.219
H -1.923 -3.478 1.001
O -2.967 -1.043 2.542
H -2.514 -1.628 1.934
H -2.631 -1.286 3.404
*
```

---

# C10H28BrF3N3O5

A 6-piece molecular cluster, C10H28BrF3N3O5 overall (ωB97M-V/def2-TZVPD, the OMol25 dataset).

Summary:
Orbital gap in hartree: 0.2901
Highest occupied orbital energy in eV: -11.823
F_max in eV/Å: 0.453

```
! RIJCOSX wB97M-V def2-TZVPD def2/J DEFGRID3
* xyz 1 1
F 0.464 0.891 -0.519
C 0.504 0.390 -1.790
F 0.964 1.363 -2.577
F 1.374 -0.610 -1.809
C -0.881 -0.083 -2.214
C -1.274 -1.444 -1.666
C -2.673 -1.723 -2.202
N -3.610 -0.726 -1.602
C -3.157 0.562 -1.890
N -4.071 1.395 -2.262
Br -3.814 3.161 -2.679
N -1.846 0.970 -1.803
H -0.877 -0.109 -3.307
H -0.565 -2.226 -1.930
H -1.362 -1.371 -0.577
H -3.044 -2.718 -1.974
H -2.719 -1.596 -3.288
H -3.527 -0.821 -0.585
H -5.028 1.051 -2.284
H -1.668 1.268 -0.842
C 0.164 -2.743 1.537
O -1.108 -2.116 1.324
H 0.581 -2.952 0.554
H 0.845 -2.077 2.071
H 0.058 -3.674 2.094
H -1.489 -1.928 2.187
C 4.345 2.088 -0.518
O 3.486 1.052 -0.050
H 5.337 1.886 -0.124
H 4.400 2.102 -1.609
H 4.030 3.073 -0.167
H 2.604 1.206 -0.390
C -4.168 0.874 1.619
O -2.819 0.681 1.175
H -4.740 0.008 1.288
H -4.227 0.925 2.706
H -4.614 1.778 1.198
H -2.289 1.416 1.502
C 4.910 6.172 -0.716
O 5.740 5.180 -0.131
H 5.081 6.131 -1.790
H 3.849 5.986 -0.525
H 5.160 7.176 -0.365
H 5.618 5.205 0.823
C 1.325 -5.996 3.910
O 0.047 -5.379 3.772
H 1.693 -6.184 2.905
H 2.035 -5.348 4.429
H 1.259 -6.948 4.440
H -0.303 -5.215 4.652
*
```

---

# C10H28Cl4N8O16

A 10-piece molecular cluster, C10H28Cl4N8O16 overall (ωB97M-V/def2-TZVPD, the OMol25 dataset).

Summary:
Orbital gap in hartree: 0.3640
SMILES: C[N+](=O)[O-].C[N+](=O)[O-].C[N+](=O)[O-].C[N+](=O)[O-].C[N+](=O)[O-].C[N+](=O)[O-].C[N+](=O)[O-].C[N+](=O)[O-].ClCCl.ClCCl
Highest occupied orbital energy in eV: -10.449
ΔE to the lowest compared entry with this formula, charge and spin in kcal per mole: 0.00
F_max in eV/Å: 0.911

```
! RIJCOSX wB97M-V def2-TZVPD def2/J DEFGRID3
* xyz 0 1
C 0.350 0.482 -4.637
N 0.741 1.922 -4.697
O 0.279 2.596 -5.580
O 1.468 2.338 -3.829
H -0.666 0.493 -4.246
H 0.997 0.001 -3.914
H 0.348 0.069 -5.633
C 0.928 4.806 -1.237
N 0.128 5.423 -2.335
O -1.071 5.255 -2.337
O 0.730 6.068 -3.155
H 0.273 4.261 -0.579
H 1.442 5.605 -0.710
H 1.659 4.159 -1.708
C -0.335 -0.163 0.130
N -0.013 0.959 -0.789
O 0.885 1.727 -0.477
O -0.710 1.090 -1.763
H 0.578 -0.569 0.547
H -0.843 -0.915 -0.464
H -1.009 0.221 0.891
C -5.228 -0.146 2.442
N -3.773 -0.220 2.165
O -3.450 -0.347 1.012
O -2.998 -0.115 3.102
H -5.745 -0.651 1.638
H -5.471 0.914 2.467
H -5.399 -0.566 3.424
C 4.307 0.555 -1.135
N 3.436 -0.579 -0.758
O 2.557 -0.876 -1.529
O 3.702 -1.162 0.270
H 5.120 0.138 -1.727
H 4.695 0.998 -0.226
H 3.722 1.246 -1.720
C -2.511 -3.729 1.089
N -2.693 -4.165 -0.314
O -2.536 -5.331 -0.569
O -2.983 -3.299 -1.103
H -2.324 -4.573 1.737
H -3.381 -3.139 1.352
H -1.643 -3.068 1.104
C 1.676 -4.727 1.750
N 1.547 -4.163 0.387
O 0.825 -3.194 0.260
O 2.140 -4.730 -0.502
H 0.800 -5.352 1.902
H 1.667 -3.906 2.461
H 2.595 -5.289 1.812
C 0.773 2.350 2.655
N 2.113 2.773 2.144
O 2.965 1.929 2.041
O 2.250 3.938 1.852
H 0.135 2.280 1.786
H 0.458 3.088 3.381
H 0.914 1.379 3.114
Cl 2.666 0.357 5.346
C 3.040 -0.820 4.099
Cl 1.654 -1.191 3.061
H 3.836 -0.451 3.462
H 3.371 -1.747 4.554
Cl -3.704 -0.384 -4.009
C -3.682 -0.048 -2.280
Cl -5.280 0.308 -1.621
H -3.284 -0.917 -1.765
H -3.039 0.804 -2.090
*
```

---

# C10H28ClFeI2OP2

C10H28ClFeI2OP2 as an isolated structure (ωB97M-V/def2-TZVPD, the OMol25 dataset).

Summary:
Orbital gap (alpha / beta) in hartree: 0.1818 / 0.2250
Highest occupied orbital energy (alpha / beta) in eV: -14.840 / -14.541
ΔE to the lowest compared entry with this formula, charge and spin in kcal per mole: 35.52
⟨S²⟩: 9.000
F_max in eV/Å: 2.962

```
! RIJCOSX wB97M-V def2-TZVPD def2/J DEFGRID3
* xyz 2 6
I 0.586 -1.839 -4.372
I 0.539 1.770 -4.497
Fe 0.018 0.438 0.650
P -2.451 0.212 0.865
C -3.440 0.005 -0.637
C -3.019 -1.116 1.986
H -4.107 -1.033 2.124
H -4.156 1.643 1.840
H -2.493 -1.038 2.946
H -2.532 1.872 2.626
H -3.199 -0.938 -1.131
H -2.771 -2.091 1.550
C -3.071 1.731 1.679
H -4.501 0.009 -0.368
H -2.849 2.596 1.039
H -3.251 0.812 -1.349
P 2.460 0.206 0.880
C 3.276 -0.005 -0.704
C 3.121 1.721 1.661
H 2.550 -1.061 2.939
H 4.141 -1.029 2.084
H 2.806 -2.105 1.528
C 3.052 -1.130 1.966
H 2.600 1.885 2.615
H 4.205 1.599 1.811
H 4.355 0.029 -0.540
H 2.978 0.776 -1.405
H 2.912 2.579 1.006
H 3.005 -0.964 -1.149
Cl 0.005 0.443 2.965
C 0.022 2.029 -1.419
C -0.265 0.675 -2.014
O 0.168 -0.369 -1.182
C -0.204 -1.660 -1.536
C 0.181 -2.605 -0.425
H -0.679 2.362 -0.622
H -0.150 2.710 -2.247
H 1.072 2.167 -1.185
H -1.281 0.508 -2.354
H 0.460 0.585 -2.912
H -1.253 -1.754 -1.817
H 0.383 -1.930 -2.475
H -0.454 -2.523 0.484
H 0.003 -3.618 -0.778
H 1.229 -2.554 -0.128
*
```